Computed, not measured: C35H25Cl5IrN3OS as an isolated structure in a non-equilibrium geometry, with wB97M-V/def2-TZVPD.

```
71
Properties=species:S:1:pos:R:3:forces:R:3:mulliken_charge:R:1
Ir -0.480 0.096 -0.189 0.5 -0.4 0.1 0.7387
C -0.340 -3.923 -1.950 0.0 -0.1 0.1 -1.0146
C -0.666 -4.735 -0.803 0.0 0.1 -0.1 -1.0655
C -1.172 -4.081 0.285 0.0 0.1 0.1 -1.2556
C -1.166 -2.677 0.279 -0.3 -0.1 0.1 0.8344
N -0.063 -1.993 -0.483 0.1 -0.3 0.4 1.7424
C -0.122 -2.613 -1.823 0.3 -0.3 -0.1 -0.4237
C -2.300 -1.886 0.697 0.2 -0.5 0.0 0.6633
C -3.461 -2.382 1.296 -0.1 0.0 0.1 -0.8766
C -4.458 -1.493 1.663 0.0 -0.2 0.0 -1.0734
C -4.308 -0.129 1.453 0.3 0.2 -0.1 -0.9995
C -3.139 0.311 0.846 -0.3 0.4 0.1 0.3683
N -2.213 -0.571 0.460 0.2 0.3 -0.3 0.1109
C -2.721 1.713 0.618 -0.3 0.1 0.1 1.1816
C -3.542 2.808 0.838 0.1 -0.3 0.0 -1.1018
C -3.046 4.083 0.624 0.1 0.1 0.0 -0.6185
C -1.737 4.231 0.193 -0.1 0.0 0.0 -1.0229
C -0.971 3.098 -0.012 0.3 0.1 -0.1 0.0059
N -1.441 1.868 0.186 0.0 0.1 0.4 0.6519
H -0.287 -4.368 -2.934 0.0 0.0 0.0 0.5663
H -0.662 -5.813 -0.868 0.0 0.0 0.0 0.5704
H -1.685 -4.620 1.070 0.0 0.0 0.0 0.6082
H 0.144 -1.984 -2.655 0.2 -0.4 0.1 0.5248
H -3.584 -3.439 1.476 0.0 0.0 0.0 0.4783
H -5.358 -1.864 2.133 0.0 0.0 0.0 0.5014
H -5.074 0.560 1.775 0.0 0.1 0.0 0.5346
H -4.559 2.667 1.173 0.0 0.0 0.0 0.4788
H -3.674 4.947 0.793 0.0 0.0 0.0 0.5112
H -1.314 5.209 0.017 0.0 0.0 0.0 0.5083
H 0.050 3.157 -0.355 0.1 0.0 0.0 0.6500
Cl 2.690 -2.861 -2.090 -0.1 0.0 0.1 -0.0675
C 2.401 -2.796 -0.385 0.0 0.0 -0.1 0.2770
C 1.251 -2.265 0.201 0.1 0.2 0.1 -0.5813
C 1.345 -1.894 1.547 0.3 -0.2 -0.1 0.4874
Cl 0.180 -0.770 2.196 -0.2 0.7 -0.8 -0.1107
C 2.403 -2.261 2.365 -0.2 0.1 0.1 0.0320
Cl 2.428 -1.830 4.018 -0.1 0.0 -0.2 -0.1328
C 3.458 -2.983 1.806 0.2 -0.1 0.1 0.2592
Cl 4.747 -3.507 2.791 -0.2 0.1 -0.1 -0.0955
C 3.479 -3.191 0.429 0.2 -0.1 0.0 0.1083
Cl 4.852 -3.928 -0.271 -0.1 0.1 0.0 -0.1112
O 1.550 0.779 -0.517 -1.4 -0.2 0.8 -0.7785
S 2.474 0.768 -1.725 0.8 0.6 -0.3 0.5629
C 1.396 0.489 -3.147 0.3 -0.1 0.0 -1.1739
C 0.033 1.076 -2.996 0.4 0.4 -0.6 0.6096
C -0.988 0.279 -2.436 0.0 -0.4 1.3 -0.9090
C -2.311 0.741 -2.452 -0.6 0.4 -0.2 -0.1970
C -2.610 1.996 -2.950 -0.2 -0.1 0.1 -0.9401
C -1.589 2.791 -3.465 -0.2 -0.2 0.1 -0.8407
C -0.276 2.330 -3.496 0.3 -0.3 0.0 -0.5556
C 2.953 2.520 -1.938 0.2 -0.3 -0.6 -0.7166
C 3.894 2.947 -0.867 1.3 0.1 1.3 0.5229
C 3.605 4.091 -0.067 -0.3 -1.8 -1.6 -0.2482
C 4.514 4.523 0.843 2.6 -0.8 1.0 -0.8531
C 5.751 3.808 1.001 -1.1 0.0 -0.6 -0.3822
C 6.046 2.655 0.219 0.2 1.7 1.6 -0.8872
C 5.138 2.233 -0.696 -2.5 0.7 -1.0 -0.3094
H 1.357 -0.598 -3.204 0.0 0.0 -0.1 0.1444
H 1.937 0.828 -4.034 -0.1 0.1 0.1 0.8986
H -0.830 -0.793 -2.271 -0.4 0.8 -0.8 0.8525
H -3.104 0.089 -2.107 0.0 0.0 0.0 0.6085
H -3.634 2.342 -2.981 0.0 0.0 0.0 0.5588
H -1.824 3.759 -3.889 0.0 0.0 0.0 0.5032
H 0.486 2.930 -3.982 0.0 0.0 0.1 0.6175
H 2.059 3.139 -2.008 -0.1 -0.1 0.0 0.3598
H 3.496 2.535 -2.893 -0.3 -0.1 -0.1 0.5904
H 2.674 4.621 -0.212 -0.1 0.1 -0.1 0.3886
H 4.330 5.400 1.449 0.0 0.0 0.0 0.4291
H 6.473 4.158 1.729 -0.1 0.0 -0.1 0.4120
H 6.987 2.142 0.355 0.0 0.0 0.0 0.4377
H 5.345 1.371 -1.317 0.0 -0.1 -0.1 0.4527
```
Positions in Å, forces in eV/Å.

Results
2S+1   2
LUMO energy (spin up / spin down)   -0.3923 / -0.3924 Ha
Charge   +3
⟨S²⟩   0.802
E   -119476.99747 eV
Energy relative to the best compared isomer or geometry (same formula, charge and spin)   88.4 kcal per mole

***

Computed, not measured: one molecule with the formula C35H25N7O5 in a non-equilibrium geometry, with wB97M-V/def2-TZVPD.

```
72
Properties=species:S:1:pos:R:3:forces:R:3:mulliken_charge:R:1
N -0.129 2.565 1.576 -1.3 -3.1 0.3 -0.7393
C -0.579 1.469 1.690 1.3 2.7 0.8 -0.0707
C -1.040 0.182 2.087 1.0 2.0 2.8 0.7972
C -1.633 -0.711 1.145 -3.1 1.8 -4.5 0.5465
C -2.221 -1.839 1.866 -2.6 -1.9 -1.4 -0.0245
N -3.345 -2.546 1.405 2.7 1.0 2.6 0.8482
O -3.942 -2.608 0.345 0.0 0.0 0.3 -0.7910
O -3.808 -3.288 2.533 -0.3 -0.2 -1.2 -0.2756
N -3.147 -2.931 3.678 1.2 1.5 -1.6 -0.5378
C -2.245 -2.005 3.282 -1.8 -1.7 1.7 0.3690
C -1.662 -1.060 4.193 0.7 -0.1 -0.7 -0.8513
N -1.766 -1.103 5.643 0.4 0.5 0.7 0.8664
O -2.087 -2.137 6.266 0.4 1.6 -1.7 -0.5934
O -1.485 -0.027 6.224 -0.4 -1.4 -0.7 -0.6229
C -1.080 0.006 3.505 0.1 0.0 0.0 -0.3472
H -2.475 -0.287 0.438 -1.2 -0.2 3.5 0.3569
H -0.613 0.749 4.150 -0.2 0.2 -0.4 0.5746
C -1.587 -2.699 -1.573 -0.2 -0.4 -0.4 -1.0885
O -0.674 -1.792 -0.966 -0.3 1.1 0.4 0.0301
C -1.103 -0.497 -0.417 2.3 -2.7 -3.8 1.4015
C -2.050 0.212 -1.540 -0.6 0.3 1.2 0.2407
C -2.801 1.289 -1.048 -0.2 -0.4 0.3 0.7746
C -3.843 1.884 -1.759 0.3 0.1 0.1 -1.0185
C -4.098 1.488 -3.069 0.1 -0.1 0.4 -0.6612
C -3.279 0.504 -3.630 0.2 0.3 0.1 -1.2207
C -2.233 -0.106 -2.905 -0.4 -0.1 0.0 -0.1368
C 0.190 0.270 -0.518 2.4 -0.1 -1.7 -2.6712
N 0.527 1.476 -1.052 1.0 -0.3 1.6 1.6934
C -0.094 2.536 -1.775 -0.6 1.3 -0.4 0.2570
C -0.227 3.774 -1.142 -0.7 0.0 0.1 -0.2826
C -0.922 4.800 -1.793 0.3 -0.2 -0.1 -0.8370
C -1.346 4.622 -3.112 -0.1 -0.1 0.0 -0.4796
C -1.058 3.434 -3.795 0.1 0.1 0.1 -0.6924
C -0.387 2.407 -3.133 -0.3 -0.4 0.4 -0.0856
N 1.802 1.849 -0.636 0.0 -1.2 -0.5 -1.2410
C 2.342 0.768 -0.146 -1.1 -0.5 -0.4 1.0812
C 3.667 0.714 0.472 1.5 0.3 0.5 0.0944
C 4.567 -0.364 0.314 -0.5 0.3 0.1 0.0517
C 5.822 -0.344 0.930 -0.2 0.3 0.0 -0.7854
C 6.204 0.758 1.706 -0.3 0.0 -0.1 -0.3408
C 5.334 1.852 1.857 0.1 -0.4 -0.2 -0.6805
C 4.084 1.835 1.239 -0.4 -0.4 -0.3 -0.6095
N 1.416 -0.298 -0.207 -0.4 2.3 0.7 1.1497
C 1.741 -1.666 0.018 -0.1 -0.2 1.2 -0.9377
C 1.993 -2.472 -1.069 0.2 -0.6 -0.6 0.3894
C 2.293 -3.821 -0.866 -0.1 0.5 0.2 -1.0450
C 2.327 -4.318 0.443 0.1 -0.3 -0.2 -0.5048
C 2.091 -3.483 1.530 -0.1 0.6 0.1 -1.1380
C 1.801 -2.121 1.326 0.2 -0.9 -0.4 0.4086
H -1.165 -3.684 -1.359 -0.1 0.0 0.0 0.2662
H -2.627 -2.664 -1.204 0.6 0.2 -0.1 0.3912
H -1.571 -2.565 -2.665 -0.1 -0.2 0.4 0.3326
H -2.571 1.646 -0.040 -0.3 0.0 -0.2 0.2717
H -4.452 2.629 -1.245 0.2 -0.1 -0.3 0.4434
H -4.921 1.957 -3.622 0.4 -0.4 0.1 0.4079
H -3.491 0.225 -4.665 0.4 -0.1 0.3 0.3671
H -1.616 -0.810 -3.472 -0.2 0.2 0.6 0.4708
H 0.118 3.889 -0.115 -0.2 0.0 -0.4 0.5054
H -1.130 5.729 -1.250 0.2 -0.4 -0.3 0.3888
H -1.897 5.417 -3.622 0.2 -0.3 0.2 0.3892
H -1.371 3.299 -4.835 0.2 0.1 0.4 0.3917
H -0.141 1.462 -3.615 -0.2 0.3 -0.1 0.4440
H 4.258 -1.217 -0.290 0.3 0.2 0.2 0.3712
H 6.497 -1.195 0.801 -0.2 0.3 0.1 0.3953
H 7.181 0.765 2.194 -0.3 0.0 -0.2 0.3785
H 5.634 2.714 2.459 -0.1 -0.3 -0.2 0.3852
H 3.389 2.672 1.349 0.3 -0.3 0.0 0.4380
H 1.909 -2.045 -2.075 0.1 -0.2 0.4 0.4481
H 2.470 -4.461 -1.730 0.0 0.1 0.3 0.4486
H 2.533 -5.383 0.604 -0.1 0.5 0.0 0.4302
H 2.109 -3.865 2.552 0.0 0.0 -0.4 0.4392
H 1.614 -1.432 2.139 -0.1 -0.1 0.1 0.5748
```
Positions in Å, forces in eV/Å.

Results
LUMO energy   -0.0295 Ha
E   -57355.80466 eV
Energy relative to the best compared isomer or geometry (same formula, charge and spin)   61.7 kcal per mole

***

Computed, not measured: C35H26Br2Cl5N3O5Pb as an isolated structure in a non-equilibrium geometry, with wB97M-V/def2-TZVPD.

```
77
Properties=species:S:1:pos:R:3:forces:R:3:mulliken_charge:R:1
Pb 0.939 -0.767 1.120 -0.9 0.6 0.4 1.4392
Cl 3.752 -0.784 2.221 0.3 0.2 -0.1 -0.1730
C 2.911 -1.057 3.710 -0.2 0.0 -0.2 0.8833
C 1.528 -1.054 3.723 0.4 -0.2 1.2 -0.7706
C 0.829 -1.219 4.908 0.1 -0.1 0.0 0.5333
Cl -0.872 -1.099 5.033 -0.2 0.1 -0.2 -0.0982
C 1.546 -1.545 6.073 0.0 0.0 -0.1 -0.0671
Cl 0.713 -1.855 7.531 0.0 0.0 0.0 -0.1455
C 2.939 -1.602 6.046 0.1 0.1 0.0 0.4581
Cl 3.811 -1.936 7.471 0.0 0.0 0.0 -0.1316
C 3.636 -1.368 4.853 -0.2 -0.1 0.0 -0.1466
Cl 5.334 -1.515 4.788 0.1 0.0 0.0 -0.1589
O -1.134 -1.908 1.889 -0.1 -0.2 -0.3 -0.2233
C -2.183 -2.536 1.136 -0.1 0.0 0.1 -0.9154
C -2.894 -1.572 0.198 0.3 -0.1 0.0 -0.8003
C -1.938 -0.967 -0.859 -0.2 0.1 0.2 -0.0343
C -1.690 0.506 -0.667 0.0 0.2 -0.1 0.7651
C -2.682 1.431 -0.982 0.0 -0.1 0.0 -0.8099
C -2.440 2.782 -0.813 0.0 -0.1 0.0 -0.5383
C -1.194 3.187 -0.352 0.1 0.0 0.0 -0.8513
C -0.261 2.217 -0.049 -0.1 0.0 0.0 -0.6206
N -0.511 0.910 -0.185 0.2 -0.3 -0.3 0.4265
H -1.488 -1.113 2.338 0.1 0.0 0.0 0.2623
H -2.899 -2.968 1.839 0.0 -0.1 0.0 0.3505
H -1.717 -3.351 0.579 0.0 0.0 0.0 0.3510
H -3.348 -0.776 0.794 -0.1 0.0 0.0 0.4574
H -3.701 -2.117 -0.291 0.0 0.0 0.0 0.4173
H -2.358 -1.109 -1.856 0.0 0.0 0.0 0.6793
H -0.984 -1.499 -0.830 0.0 0.0 -0.1 -0.7280
H -3.638 1.076 -1.345 0.0 0.0 0.0 0.5791
H -3.206 3.510 -1.044 0.0 0.0 0.0 0.5685
H -0.949 4.231 -0.215 0.0 0.0 0.0 0.5428
H 0.714 2.480 0.346 0.0 0.0 0.0 0.4951
C 2.977 -4.200 -0.140 0.1 -0.3 0.2 -1.0345
O 2.336 -3.077 -0.763 -0.1 0.2 -0.4 0.0058
C 2.077 -3.145 -2.067 0.2 -0.4 0.4 0.4806
C 2.297 -4.231 -2.874 0.0 -0.2 -0.1 -0.5810
C 1.981 -4.149 -4.240 0.3 -0.8 0.0 -0.6589
Br 2.336 -5.637 -5.326 -0.1 0.5 0.3 -0.0523
C 1.415 -3.011 -4.808 -0.2 0.6 0.2 -0.5647
C 1.161 -1.908 -4.014 0.1 -0.4 -0.6 1.0675
C 1.525 -1.948 -2.630 -0.1 0.7 0.4 0.2746
O 1.377 -0.920 -1.842 0.1 -0.6 -0.3 -0.5529
C 0.544 -0.702 -4.510 -0.2 0.4 -0.1 -0.2515
N 0.393 0.368 -3.743 0.2 -0.5 0.2 -0.1989
C -0.235 1.311 -4.504 -0.2 0.1 -0.5 0.3735
C -0.627 2.618 -4.194 0.0 -0.1 0.0 -0.6701
C -1.268 3.329 -5.177 0.0 0.0 0.0 -0.7101
C -1.529 2.771 -6.448 0.0 -0.1 0.0 -0.4714
C -1.142 1.491 -6.778 -0.1 0.1 -0.1 -1.1055
C -0.484 0.770 -5.788 0.0 0.3 0.5 0.6640
N 0.027 -0.505 -5.752 0.1 -0.1 0.1 -0.0461
H 2.304 -5.058 -0.103 0.0 0.1 0.0 0.4174
H 3.221 -3.878 0.867 0.0 0.0 0.0 0.1746
H 3.894 -4.470 -0.665 0.0 0.1 0.0 0.4855
H 2.712 -5.149 -2.485 0.0 0.0 0.0 0.6237
H 1.204 -3.001 -5.868 0.0 0.0 0.0 0.5927
H 0.953 -0.153 -2.406 -0.2 0.4 -0.3 0.6063
H -0.418 3.040 -3.220 0.0 0.0 0.0 0.5220
H -1.586 4.343 -4.979 0.0 0.0 0.0 0.4309
H -2.048 3.371 -7.183 0.0 0.0 0.0 0.4172
H -1.344 1.067 -7.752 0.0 0.0 0.0 0.4241
H 0.039 -1.150 -6.524 0.0 0.0 0.0 0.2402
Br 1.269 4.707 6.637 -0.1 0.0 -0.1 -0.1686
C 0.000 4.097 5.366 0.2 0.0 0.1 -0.3546
C -1.225 4.734 5.250 0.1 0.0 0.0 -0.3124
C -2.147 4.265 4.324 -0.1 0.0 -0.1 -0.9652
C -1.852 3.169 3.530 0.0 -0.1 0.0 -0.2660
C -0.617 2.543 3.658 0.1 -0.2 -0.1 0.2066
C 0.322 3.010 4.570 0.0 0.1 0.0 -0.1937
C -0.298 1.329 2.844 -0.4 0.5 0.5 1.1827
O -1.209 0.588 2.438 0.2 0.2 -0.1 -0.7820
O 0.947 1.104 2.603 0.1 -0.6 -0.6 -1.0883
H -1.452 5.589 5.871 0.0 0.0 0.0 0.4435
H -3.105 4.758 4.233 0.0 0.0 0.0 0.4213
H -2.571 2.786 2.818 0.0 0.0 0.0 0.4676
H 1.282 2.523 4.667 0.0 0.0 0.0 0.5107
```
Positions in Å, forces in eV/Å.

Results
LUMO energy (spin up / spin down)   -0.2689 / -0.3342 Ha
Charge   +2
E   -259354.87605 eV

***

Which of these has the highest E?
C35H25N7O5

***

Look up the E of the third one.
-259354.87605 eV